## w
{"formula": "C2H5FSi", "method": "ωB97M-V/def2-TZVPD", "e_homo_ev": -8.8, "homo_lumo_gap_ev": 8.704, "mol_weight_g_mol": 76.1, "symbols": ["C", "C", "F", "Si", "H", "H", "H", "H", "H"], "xyz": [[1.701, 0.159, 0.010], [0.617, -0.031, -0.691], [-2.466, -2.022, -0.484], [-2.050, -0.568, 0.131], [2.768, 0.262, -0.313], [1.581, 0.325, 1.162], [0.673, -0.082, -1.715], [-2.232, -0.948, 1.546], [-2.688, 0.483, -0.624]]}

## x
{"formula": "C2H5FSi", "method": "ωB97M-V/def2-TZVPD", "smiles": "C=C[SiH2]F", "e_homo_ev": -10.6, "homo_lumo_gap_ev": 11.293, "mol_weight_g_mol": 76.1, "symbols": ["C", "C", "Si", "F", "H", "H", "H", "H", "H"], "xyz": [[-1.613, 0.397, 0.278], [-0.379, 0.436, -0.245], [1.241, -0.623, -0.104], [2.542, 0.369, 0.283], [-2.436, 1.032, 0.113], [-2.120, -0.279, 0.973], [-0.211, 1.247, -0.981], [1.220, -1.409, 1.092], [1.755, -1.169, -1.408]]}

## y
{"formula": "C2H5FSi", "method": "ωB97M-V/def2-TZVPD", "smiles": "C=C[SiH2]F", "e_homo_ev": -10.4, "homo_lumo_gap_ev": 10.088, "mol_weight_g_mol": 76.1, "symbols": ["C", "C", "Si", "F", "H", "H", "H", "H", "H"], "xyz": [[1.579, 0.191, -0.701], [0.783, -0.153, 0.295], [-1.268, -0.059, 0.381], [-2.834, -0.553, -0.506], [1.305, 0.734, -1.623], [2.609, -0.097, -0.702], [0.975, -0.739, 1.136], [-1.753, 1.406, 0.122], [-1.396, -0.729, 1.598]]}

Which structure wins on stability? x wins.

## w
{"formula": "C5H10N2", "method": "ωB97M-V/def2-TZVPD", "smiles": "C[N+]1(C)C=C[NH+]=C1", "e_homo_ev": -20.4, "total_charge": 2, "homo_lumo_gap_ev": 9.522, "mol_weight_g_mol": 98.1, "symbols": ["C", "N", "C", "C", "C", "N", "C", "H", "H", "H", "H", "H", "H", "H", "H", "H", "H"], "xyz": [[-0.992, -0.119, 1.210], [0.016, 0.040, 0.090], [1.062, 1.049, 0.492], [-0.610, 0.490, -1.124], [-0.524, -0.443, -2.100], [0.219, -1.486, -1.544], [0.609, -1.262, -0.287], [-0.317, -0.337, 2.066], [-1.511, 0.889, 1.298], [-1.775, -0.889, 0.891], [1.529, 0.679, 1.301], [1.791, 1.244, -0.180], [0.422, 1.841, 0.740], [-0.925, 1.553, -1.070], [-0.686, -0.355, -3.120], [0.485, -2.379, -2.178], [1.119, -1.949, 0.313]]}

## x
{"formula": "C5H10N2", "method": "ωB97M-V/def2-TZVPD", "smiles": "C=C=[N+](C)C(C)=[NH2+]", "e_homo_ev": -21.0, "total_charge": 2, "homo_lumo_gap_ev": 10.259, "mol_weight_g_mol": 98.1, "symbols": ["C", "C", "N", "C", "C", "C", "N", "H", "H", "H", "H", "H", "H", "H", "H", "H", "H"], "xyz": [[2.437, -1.116, 1.253], [1.277, -0.608, 0.909], [0.254, 0.069, 0.442], [-0.603, 0.747, 1.455], [-0.115, -0.049, -0.894], [-1.288, 0.698, -1.342], [0.360, -1.011, -1.570], [2.664, -2.054, 1.839], [3.408, -0.485, 1.329], [-0.138, 0.347, 2.346], [-1.681, 0.584, 1.485], [-0.434, 1.745, 1.232], [-1.850, 1.133, -0.521], [-2.043, -0.042, -1.897], [-0.899, 1.519, -1.943], [0.080, -1.292, -2.598], [1.050, -1.710, -1.301]]}

## y
{"formula": "C5H10N2", "method": "ωB97M-V/def2-TZVPD", "smiles": "C=[N+](C)[C@@H]1C[N+]1=C", "e_homo_ev": -21.0, "total_charge": 2, "homo_lumo_gap_ev": 11.007, "mol_weight_g_mol": 98.1, "symbols": ["C", "N", "C", "C", "C", "N", "C", "H", "H", "H", "H", "H", "H", "H", "H", "H", "H"], "xyz": [[-1.772, -0.946, 0.616], [-0.990, -0.093, -0.009], [-1.373, 1.248, -0.201], [0.253, -0.417, -0.690], [1.144, -1.405, -0.037], [1.431, -0.039, 0.052], [2.262, 0.870, 0.317], [-2.761, -0.537, 0.897], [-1.624, -1.968, 0.378], [-2.426, 1.181, -0.640], [-0.706, 1.789, -0.846], [-1.541, 1.915, 0.725], [0.225, -0.229, -1.830], [0.799, -1.800, 0.965], [1.784, -2.153, -0.579], [3.156, 0.664, 0.725], [2.139, 1.919, 0.158]]}

Which structure wins on stability? w wins.

## w
{"formula": "C12H40N12O8", "method": "ωB97M-V/def2-TZVPD", "smiles": "NC(N)=O.NC(N)=O.NC(N)=O.NC(N)=O.NC(N)=O.NC(N)=O.CC(C)O.CC(C)O", "e_homo_ev": -9.3, "homo_lumo_gap_ev": 9.478, "mol_weight_g_mol": 480.5, "symbols": ["N", "C", "N", "O", "H", "H", "H", "H", "N", "C", "N", "O", "H", "H", "H", "H", "N", "C", "N", "O", "H", "H", "H", "H", "N", "C", "N", "O", "H", "H", "H", "H", "N", "C", "N", "O", "H", "H", "H", "H", "N", "C", "N", "O", "H", "H", "H", "H", "C", "C", "C", "O", "H", "H", "H", "H", "H", "H", "H", "H", "C", "C", "C", "O", "H", "H", "H", "H", "H", "H", "H", "H"], "xyz": [[18.132, -15.235, -20.064], [19.100, -14.390, -20.488], [19.483, -13.429, -19.606], [19.569, -14.445, -21.619], [17.811, -15.253, -19.112], [17.631, -15.752, -20.761], [20.172, -12.817, -20.005], [19.138, -13.278, -18.675], [15.814, -9.481, -19.721], [15.811, -10.660, -19.029], [17.055, -11.121, -18.721], [14.805, -11.321, -18.792], [16.718, -9.084, -19.885], [14.960, -9.148, -20.124], [17.876, -10.560, -18.855], [17.171, -12.006, -18.220], [20.835, -17.494, -17.261], [19.531, -17.376, -16.901], [18.641, -18.044, -17.683], [19.174, -16.756, -15.904], [21.018, -18.199, -17.952], [21.535, -17.188, -16.611], [17.692, -18.043, -17.357], [18.851, -18.484, -18.560], [17.367, -16.969, -12.830], [18.058, -17.771, -11.948], [18.228, -19.038, -12.466], [18.694, -17.416, -10.974], [17.794, -17.058, -13.743], [17.398, -16.031, -12.451], [18.728, -19.700, -11.904], [17.716, -19.310, -13.284], [12.196, -17.969, -17.382], [11.912, -16.649, -17.144], [10.590, -16.406, -16.912], [12.785, -15.800, -17.196], [11.472, -18.548, -17.767], [13.146, -18.087, -17.687], [9.952, -17.177, -16.863], [10.239, -15.472, -17.023], [16.319, -15.358, -16.335], [16.311, -14.219, -17.095], [15.074, -13.799, -17.396], [17.374, -13.659, -17.407], [15.434, -15.726, -16.032], [17.187, -15.864, -16.272], [14.267, -14.398, -17.328], [14.945, -12.951, -17.946], [19.131, -10.664, -13.643], [18.974, -11.208, -15.042], [20.130, -12.124, -15.480], [17.778, -12.011, -15.018], [20.112, -10.171, -13.645], [19.043, -11.413, -12.862], [18.462, -9.837, -13.396], [18.877, -10.464, -15.838], [21.097, -11.665, -15.251], [20.099, -12.192, -16.571], [20.096, -13.123, -15.052], [17.643, -12.410, -15.889], [12.089, -11.309, -16.710], [11.323, -11.797, -15.497], [9.916, -12.243, -15.769], [12.033, -12.861, -14.855], [12.002, -10.251, -16.935], [11.828, -11.925, -17.580], [13.153, -11.548, -16.642], [11.295, -10.926, -14.828], [9.459, -11.701, -16.596], [9.278, -12.139, -14.884], [9.877, -13.328, -15.898], [11.559, -13.101, -14.054]]}

## x
{"formula": "C12H40N12O8", "method": "ωB97M-V/def2-TZVPD", "smiles": "NC(N)=O.NC(N)=O.NC(N)=O.NC(N)=O.NC(N)=O.NC(N)=O.CC(C)O.CC(C)O", "e_homo_ev": -9.4, "homo_lumo_gap_ev": 9.300, "mol_weight_g_mol": 480.5, "symbols": ["N", "C", "N", "O", "H", "H", "H", "H", "N", "C", "N", "O", "H", "H", "H", "H", "N", "C", "N", "O", "H", "H", "H", "H", "N", "C", "N", "O", "H", "H", "H", "H", "N", "C", "N", "O", "H", "H", "H", "H", "N", "C", "N", "O", "H", "H", "H", "H", "C", "C", "C", "O", "H", "H", "H", "H", "H", "H", "H", "H", "C", "C", "C", "O", "H", "H", "H", "H", "H", "H", "H", "H"], "xyz": [[-0.811, 2.801, -3.935], [-1.349, 2.540, -5.117], [-1.084, 1.312, -5.523], [-1.853, 3.431, -5.790], [-0.561, 2.034, -3.328], [-0.960, 3.755, -3.639], [-0.543, 0.609, -5.040], [-1.729, 0.920, -6.194], [-2.845, -3.312, -5.565], [-3.817, -3.133, -4.792], [-3.630, -3.768, -3.626], [-4.696, -2.301, -5.065], [-2.793, -2.938, -6.502], [-2.085, -3.895, -5.247], [-2.927, -4.484, -3.513], [-4.156, -3.399, -2.846], [-4.573, 4.027, 6.865], [-3.277, 4.171, 6.815], [-2.797, 3.952, 5.617], [-2.627, 4.640, 7.732], [-5.043, 3.780, 6.005], [-5.002, 4.189, 7.765], [-3.335, 3.631, 4.824], [-1.829, 4.210, 5.488], [2.187, -3.688, -4.762], [1.497, -3.125, -3.819], [1.199, -3.879, -2.812], [1.148, -1.924, -3.800], [2.516, -4.624, -4.573], [2.531, -3.218, -5.586], [0.678, -3.361, -2.119], [1.836, -4.561, -2.426], [-1.241, -1.075, -0.442], [-0.959, -0.081, 0.322], [-1.631, -0.193, 1.420], [-0.210, 0.789, 0.083], [-0.878, -0.965, -1.378], [-1.830, -1.819, -0.095], [-1.476, 0.584, 2.045], [-2.462, -0.767, 1.445], [5.025, 1.792, 3.582], [4.099, 1.400, 2.753], [3.404, 2.364, 2.250], [3.949, 0.221, 2.509], [5.413, 1.127, 4.235], [5.155, 2.794, 3.592], [2.759, 2.089, 1.523], [3.373, 3.279, 2.677], [4.046, 1.691, -3.078], [3.796, 2.450, -4.395], [5.100, 2.901, -5.072], [3.245, 1.444, -5.271], [3.177, 1.225, -2.613], [4.431, 2.463, -2.412], [4.853, 0.968, -3.201], [3.097, 3.285, -4.358], [5.619, 3.638, -4.459], [4.772, 3.535, -5.897], [5.720, 2.158, -5.573], [2.479, 1.174, -4.758], [-1.725, -1.678, 7.215], [-1.928, -3.123, 6.873], [-2.398, -3.302, 5.368], [-0.652, -3.772, 7.051], [-1.269, -1.667, 8.206], [-2.626, -1.066, 7.197], [-0.925, -1.255, 6.608], [-2.574, -3.554, 7.637], [-2.196, -4.354, 5.166], [-1.999, -2.602, 4.635], [-3.442, -3.031, 5.211], [-0.359, -3.461, 7.911]]}

Which structure wins on stability? w wins.

## w
{"formula": "C5H13NO", "method": "ωB97M-V/def2-TZVPD", "e_homo_ev": [-14.9, -15.4], "multiplicity": 2, "total_charge": 1, "homo_lumo_gap_ev": [10.614, 8.180], "mol_weight_g_mol": 103.2, "s2": 0.776, "symbols": ["C", "C", "C", "C", "C", "N", "H", "H", "H", "H", "H", "H", "H", "H", "H", "H", "H", "H", "H", "O"], "xyz": [[1.357, 0.879, 1.969], [1.056, 0.823, 0.416], [0.645, -0.451, -0.290], [1.343, -1.063, -1.299], [-1.669, -0.420, 0.835], [-0.458, -1.070, 0.348], [2.234, 0.244, 2.061], [0.707, 0.132, 2.484], [1.473, 1.842, 2.503], [0.332, 1.633, 0.223], [1.949, 1.169, -0.091], [1.243, -2.160, -1.137], [1.883, -0.535, -2.065], [-2.135, -1.139, 1.551], [-1.500, 0.543, 1.262], [-2.410, -0.294, 0.063], [-0.522, -2.027, -0.005], [-0.939, 1.158, -2.369], [-1.643, 1.065, -0.978], [-1.743, 0.898, -1.913]]}

## x
{"formula": "C5H13NO", "method": "ωB97M-V/def2-TZVPD", "e_homo_ev": [-15.2, -15.2], "multiplicity": 2, "total_charge": 1, "homo_lumo_gap_ev": [10.901, 6.108], "mol_weight_g_mol": 103.2, "s2": 0.756, "symbols": ["C", "C", "C", "O", "N", "H", "H", "H", "H", "H", "H", "H", "C", "C", "H", "H", "H", "H", "H", "H"], "xyz": [[-2.099, 1.448, -0.396], [-2.600, 0.541, -1.487], [-0.714, 0.983, 0.016], [-0.465, 0.308, 1.013], [0.293, 1.153, -0.913], [-2.106, 2.539, -0.574], [-2.719, 1.301, 0.525], [-2.698, -0.497, -1.192], [1.253, 0.819, -0.854], [0.228, 1.998, -1.458], [-1.985, 0.644, -2.342], [-3.620, 0.808, -1.726], [1.973, -2.098, 1.585], [2.353, -0.895, 0.737], [1.813, -1.874, 2.652], [1.054, -2.545, 1.208], [2.716, -2.867, 1.530], [3.132, -1.224, 0.040], [1.423, -0.465, 0.280], [2.770, -0.077, 1.357]]}

Which structure wins on stability? x wins.